{
  "formula": "C3H3N5",
  "method": "ωB97M-V with the def2-TZVPD basis set",
  "elements": ["C", "C", "C", "H", "H", "H", "N", "N", "N", "N", "N"],
  "coordinates": [[1.0915, -0.1382, -0.2269], [-0.9394, -0.9520, -0.4394], [-1.3224, 0.1169, 0.4273], [2.4082, 0.3581, 1.3363], [-1.6118, -1.6628, -0.9161], [-2.1578, 0.0475, 1.0703], [1.8251, -0.4555, 0.8066], [0.2465, -1.1359, -0.8177], [-0.6672, 1.2338, 0.4293], [0.0650, 1.6123, -0.5857], [1.0623, 0.9757, -1.0837]],
  "mulliken_charge": [0.778, -0.118, -0.050, 0.267, 0.400, 0.441, -0.633, -0.473, -0.246, -0.088, -0.278],
  "orbital_gap_ev": 9.18,
  "e_tot_ha": -389.7327,
  "smiles": "[H]/N=c1/nccnnn1",
  "de_lowest_kj_mol": 356.9
}

---

{
  "formula": "C4H8O",
  "method": "ωB97M-V with the def2-TZVPD basis set",
  "elements": ["C", "C", "C", "C", "H", "H", "H", "H", "H", "H", "H", "H", "O"],
  "coordinates": [[-0.4680, 1.1027, 1.3105], [-0.7939, 0.2075, 0.0188], [-0.2559, -1.1983, 0.0129], [1.1653, -0.6229, -0.6056], [0.8183, 0.9370, 1.4255], [-0.9558, 0.6511, 2.2853], [-0.7433, 2.1419, 1.1510], [-1.8141, 0.4246, -0.5129], [-0.1208, -1.7635, 1.0809], [-0.7668, -1.9776, -0.6670], [2.1721, -0.3456, -0.0012], [1.5512, -1.2622, -1.5859], [0.2467, 0.5326, -0.9494]],
  "mulliken_charge": [-0.908, 0.234, -0.445, -0.382, 0.156, 0.273, 0.313, 0.284, 0.200, 0.251, 0.209, 0.218, -0.403],
  "orbital_gap_ev": 10.69,
  "e_tot_ha": -232.3189,
  "smiles": "C[C@@H]1CCO1",
  "de_lowest_kj_mol": 332.7
}

---

{
  "formula": "C50H60BrF4N4P3PbSb",
  "method": "ωB97M-V with the def2-TZVPD basis set",
  "elements": ["Pb", "C", "C", "C", "C", "C", "C", "N", "C", "C", "C", "C", "C", "C", "N", "N", "C", "C", "C", "C", "C", "N", "H", "H", "H", "H", "H", "H", "H", "H", "H", "H", "H", "H", "H", "C", "P", "C", "C", "C", "P", "C", "C", "H", "H", "H", "H", "H", "H", "H", "H", "H", "H", "H", "H", "H", "H", "H", "H", "F", "C", "C", "F", "C", "F", "C", "P", "C", "C", "C", "C", "C", "C", "C", "C", "C", "C", "C", "C", "C", "Br", "C", "F", "H", "H", "H", "H", "H", "H", "H", "H", "H", "H", "C", "C", "C", "Sb", "C", "C", "C", "C", "C", "C", "H", "H", "H", "H", "H", "H", "H", "H", "H", "H", "H", "H", "H", "H", "H", "H", "H", "H", "H", "H", "H"],
  "coordinates": [[-0.4856, 0.1701, -0.8502], [-0.6808, 4.9225, -3.9758], [-1.0070, 3.6198, -4.3274], [-0.4202, 2.5475, -3.6592], [0.4836, 2.7542, -2.6189], [0.7997, 4.0705, -2.2705], [0.2312, 5.1407, -2.9460], [1.0559, 1.6421, -1.9404], [2.4164, 1.4368, -2.1346], [3.3162, 2.1484, -2.8355], [4.6854, 1.6490, -3.0385], [5.1593, 0.4914, -2.5834], [3.7609, -1.7566, -2.3347], [2.3836, -1.0631, -2.4498], [1.1491, -1.6698, -1.9355], [1.0627, -2.8408, -2.0541], [-0.2018, -3.3874, -1.5915], [-0.3672, -4.7443, -1.7429], [-1.5724, -5.3004, -1.3195], [-2.5314, -4.4720, -0.7757], [-2.2529, -3.1151, -0.6649], [-1.1030, -2.5819, -1.0647], [-1.1227, 5.7614, -4.5039], [-1.7033, 3.4345, -5.1421], [-0.6513, 1.5249, -3.9547], [1.5212, 4.2458, -1.4796], [0.4987, 6.1533, -2.6646], [3.0259, 3.0627, -3.3359], [5.3456, 2.2750, -3.6327], [6.1818, 0.1916, -2.7930], [3.7535, -2.5309, -1.5661], [0.4272, -5.3334, -2.1829], [-1.7503, -6.3642, -1.4188], [-3.4846, -4.8574, -0.4324], [-2.9738, -2.4319, -0.2282], [-2.6857, 4.3245, -0.3966], [-2.8776, 2.5101, -0.5032], [-3.5712, 2.1458, 1.1640], [-4.4392, 2.4195, -1.5114], [-4.8935, 0.9654, -1.7078], [-3.5352, -0.0515, -2.4137], [-4.4449, -1.5979, -2.8113], [-3.3986, 0.6601, -4.0982], [-3.6057, 4.8022, -0.0486], [-2.4208, 4.7168, -1.3803], [-1.8711, 4.5752, 0.2878], [-4.4698, 2.7374, 1.3628], [-2.8284, 2.3762, 1.9404], [-3.8157, 1.0847, 1.2540], [-4.2564, 2.9048, -2.4730], [-5.2192, 2.9944, -1.0059], [-5.7679, 0.8835, -2.3599], [-5.1744, 0.5344, -0.7422], [-5.2269, -1.4153, -3.5517], [-4.9143, -1.9958, -1.9065], [-3.7625, -2.3566, -3.2021], [-4.3871, 0.7971, -4.5447], [-2.8193, -0.0134, -4.7355], [-2.8850, 1.6196, -4.0661], [4.0658, 5.6717, 1.6060], [3.6596, 4.4491, 1.3568], [4.5737, 3.4344, 1.2016], [5.8608, 3.6837, 1.3067], [4.1314, 2.1541, 0.9347], [5.0701, 1.2205, 0.8295], [2.7858, 1.8443, 0.8046], [2.1790, 0.2282, 0.2163], [2.8640, 0.1183, -1.5292], [4.3273, -0.4067, -1.7225], [4.3823, -2.2926, -3.5798], [3.9267, -1.9521, -4.7794], [2.7577, -1.0712, -4.9078], [2.0463, -0.6457, -3.8672], [2.9337, -1.0232, 1.3120], [3.3901, -0.6496, 2.5803], [3.8162, -1.6060, 3.4939], [3.7917, -2.9541, 3.1613], [3.3314, -3.3393, 1.9110], [2.8976, -2.3849, 0.9985], [1.8723, 2.8900, 1.0192], [-0.0039, 2.6361, 1.0593], [2.3079, 4.1711, 1.2774], [1.4564, 5.1676, 1.4708], [4.8427, -0.6150, -0.7940], [5.2483, -2.9412, -3.4760], [4.4083, -2.3116, -5.6829], [2.4595, -0.7544, -5.9028], [1.1857, -0.0001, -4.0012], [3.4182, 0.3951, 2.8645], [4.1727, -1.2921, 4.4691], [4.1310, -3.6991, 3.8725], [3.3029, -4.3889, 1.6387], [2.5180, -2.7242, 0.0459], [0.6943, 0.7394, 4.4322], [-0.7881, 0.3732, 4.4948], [-1.6763, 1.6033, 4.6767], [-1.3794, -0.7903, 2.7820], [-0.1115, -2.4939, 3.2560], [-0.3119, -3.6638, 2.2923], [-0.1325, -2.9812, 4.7032], [-3.3614, -1.2884, 3.4790], [-4.0897, -2.2008, 2.4886], [-3.4597, -1.8280, 4.9038], [0.9938, 1.2724, 5.3438], [0.9116, 1.3983, 3.5782], [1.3317, -0.1443, 4.3443], [-0.9362, -0.3000, 5.3431], [-1.5398, 2.3207, 3.8528], [-1.4178, 2.1265, 5.6052], [-2.7402, 1.3512, 4.7296], [0.8775, -2.0629, 3.0538], [-1.3145, -4.0998, 2.3837], [0.4093, -4.4620, 2.5134], [-0.1627, -3.3660, 1.2517], [-1.0758, -3.4758, 4.9506], [0.0301, -2.1826, 5.4302], [0.6669, -3.7189, 4.8506], [-3.8463, -0.3070, 3.4434], [-3.5863, -3.1702, 2.3852], [-4.1625, -1.7458, 1.4932], [-5.1124, -2.4020, 2.8289], [-3.1140, -2.8637, 4.9577], [-4.5035, -1.8197, 5.2362], [-2.8836, -1.2450, 5.6257]],
  "mulliken_charge": [1.992, -0.786, -1.043, 0.063, -1.005, 0.167, -0.934, 1.230, -0.179, -0.798, -1.033, -1.708, 0.975, 1.048, 1.973, -1.307, -0.516, -0.475, -0.669, -1.289, -0.225, 0.964, 0.398, 0.519, 0.652, 0.418, 0.428, 0.552, 0.439, 0.475, -0.088, 0.592, 0.449, 0.518, 0.393, -1.412, 0.860, -0.750, -1.208, -1.258, 1.180, -1.523, -1.327, 0.491, 0.298, 0.403, 0.602, 0.022, -0.083, 0.409, 0.600, 0.566, 0.327, 0.547, 0.392, 0.332, 0.489, 0.470, -0.122, -0.310, 0.522, 0.501, -0.303, 0.545, -0.430, -0.594, 1.458, 0.755, -0.017, -1.023, -0.740, -0.365, -2.069, 1.321, -1.111, -0.715, -0.863, -1.293, -0.563, -0.340, 0.001, 0.541, -0.378, 0.759, 0.421, 0.394, 0.492, 0.160, 0.314, 0.458, 0.425, 0.544, 0.392, -1.085, 0.340, -1.416, 0.151, 2.918, -1.130, -1.628, 0.372, -0.935, -1.614, 0.611, -0.067, 0.109, 0.321, 0.089, 0.433, 0.361, -2.225, 0.366, 0.419, 0.026, 0.299, 0.333, 0.443, 0.462, 0.221, -0.157, 0.482, 0.309, 0.490, 0.316],
  "orbital_gap_ev": 5.82,
  "total_charge": 1,
  "e_tot_ha": -6590.6293,
  "de_lowest_kj_mol": 283.5
}

---

{
  "formula": "C4H5NO",
  "method": "ωB97M-V with the def2-TZVPD basis set",
  "elements": ["C", "C", "C", "O", "C", "N", "H", "H", "H", "H", "H"],
  "coordinates": [[0.6485, -0.1651, -1.5410], [0.3266, -0.0896, -0.0807], [0.0714, -0.9332, 0.9566], [-0.7140, -0.2573, 1.8615], [-0.8588, 0.9643, 1.3263], [-0.2353, 1.1463, 0.2258], [1.5880, 0.3187, -1.8190], [-0.1427, 0.4580, -1.9727], [0.5700, -1.1581, -1.9812], [0.3059, -1.9427, 1.2683], [-1.5595, 1.6587, 1.7561]],
  "mulliken_charge": [-0.919, 0.483, -0.400, -0.307, 0.079, -0.536, 0.244, 0.294, 0.311, 0.368, 0.382],
  "orbital_gap_ev": 10.28,
  "e_tot_ha": -285.3864,
  "smiles": "Cc1cocn1",
  "de_lowest_kj_mol": 74.0
}

---

{
  "formula": "C3H6ClNO",
  "method": "ωB97M-V with the def2-TZVPD basis set",
  "elements": ["C", "C", "C", "N", "O", "Cl", "H", "H", "H", "H", "H", "H"],
  "coordinates": [[0.2665, 0.6063, -0.0713], [-1.3853, -1.1798, -0.3039], [1.6317, 0.6946, 0.5504], [-0.4717, 1.5834, -0.2393], [-0.0005, -0.7390, -0.0840], [2.6241, -0.6546, -0.1705], [-1.5666, -2.1398, 0.3093], [-1.5328, -1.3380, -1.4220], [-1.9543, -0.4207, -0.0850], [1.5289, 0.6151, 1.6870], [2.3292, 1.5592, 0.3060], [-1.4693, 1.4133, -0.4769]],
  "mulliken_charge": [0.530, -0.859, -0.258, -0.629, -0.267, -0.202, 0.212, 0.284, 0.414, 0.238, 0.285, 0.252],
  "orbital_gap_ev": 11.01,
  "e_tot_ha": -708.0406,
  "smiles": "[H]/N=C(/CCl)OC",
  "de_lowest_kj_mol": 193.1
}

---

{
  "formula": "C24H27N3O2S",
  "method": "ωB97M-V with the def2-TZVPD basis set",
  "elements": ["C", "H", "H", "H", "C", "C", "C", "C", "C", "C", "C", "N", "C", "N", "C", "C", "C", "C", "C", "C", "C", "H", "H", "H", "H", "H", "S", "C", "C", "H", "H", "H", "H", "C", "O", "N", "C", "C", "C", "H", "C", "H", "C", "H", "O", "H", "H", "H", "H", "H", "H", "H", "H", "H", "H", "H", "H"],
  "coordinates": [[3.5289, 3.3490, -1.3863], [3.6279, 4.4288, -1.3052], [2.4728, 3.0957, -1.4316], [4.0040, 3.0240, -2.3097], [4.1748, 2.6636, -0.1805], [4.0326, 1.1759, -0.2877], [5.0485, 0.3732, -0.7453], [4.8941, -1.0132, -0.8776], [3.7076, -1.6148, -0.5535], [2.6445, -0.8318, -0.0827], [1.3656, -1.3321, 0.2823], [0.4134, -0.5503, 0.7257], [0.6581, 0.7761, 0.8216], [1.7894, 1.3491, 0.5073], [2.7966, 0.5746, 0.0556], [-0.4498, 1.6112, 1.2875], [-0.4026, 2.9898, 1.0931], [-1.4595, 3.7843, 1.4923], [-2.5702, 3.2143, 2.0944], [-2.6159, 1.8456, 2.3046], [-1.5629, 1.0460, 1.9043], [-1.5942, -0.0202, 2.0678], [-3.4787, 1.4020, 2.7812], [-3.3986, 3.8366, 2.4013], [-1.4226, 4.8524, 1.3316], [0.4674, 3.4159, 0.6183], [1.0234, -3.0417, 0.1193], [-0.6085, -3.2046, 0.9541], [-0.6826, -4.5706, 1.6104], [0.1458, -4.7134, 2.3003], [-1.6222, -4.6587, 2.1512], [-0.6565, -5.3484, 0.8511], [-0.6260, -2.3983, 1.6915], [-1.7487, -3.0023, -0.0513], [-2.5304, -3.8842, -0.3394], [-1.7866, -1.7595, -0.5547], [-2.8012, -1.2917, -1.4645], [-3.2369, 0.1133, -1.0452], [-4.3447, 0.7120, -1.9172], [-5.3353, 0.4979, -1.5246], [-3.9952, 2.1981, -1.8978], [-4.3895, 2.7446, -2.7509], [-2.4693, 2.1426, -1.8922], [-2.0032, 3.0090, -1.4172], [-2.1197, 0.9950, -1.1420], [-2.0803, 2.0455, -2.9163], [-4.3542, 2.6589, -0.9768], [-4.2721, 0.3182, -2.9322], [-3.5476, 0.0876, 0.0103], [-3.6398, -1.9921, -1.4342], [-2.4013, -1.2546, -2.4857], [-1.1235, -1.0625, -0.2197], [3.5671, -2.6811, -0.6504], [5.7215, -1.6052, -1.2390], [5.9963, 0.8210, -1.0096], [5.2316, 2.9318, -0.1271], [3.6740, 3.0021, 0.7273]],
  "mulliken_charge": [-0.997, 0.310, 0.217, 0.362, -0.846, 0.631, -0.589, -0.945, -0.878, 0.304, 1.201, -0.605, -0.301, -0.313, -0.045, 0.982, -0.694, -0.681, -0.453, -0.717, -0.129, 0.391, 0.430, 0.414, 0.414, 0.440, -0.407, 0.877, -1.611, 0.475, 0.369, 0.355, 0.051, 0.467, -0.711, 0.310, -1.177, 0.409, -0.763, 0.377, -0.643, 0.411, -0.528, 0.260, -0.170, 0.292, 0.278, 0.337, 0.134, 0.449, 0.277, -0.038, 0.405, 0.401, 0.431, 0.491, 0.286],
  "orbital_gap_ev": 8.15,
  "e_tot_ha": -1643.7453,
  "smiles": "CCc1cccc2c(S[C@H](C)C(=O)NC[C@@H]3CCCO3)nc(-c3ccccc3)nc12",
  "de_lowest_kj_mol": 2.1
}